The ion C2H4NO2 with charge +1 in a non-equilibrium geometry. Source: OMol25; level of theory: ωB97M-V/def2-TZVPD.

* orbital gap: 8.908 eV
* energy above the lowest of the compared OMol25 structures with the same formula, charge and spin: 364.7 kJ/mol
* charge: +1
* DFT total energy: -283.417264 hartree
* 2S+1: 1

Last column: Löwdin charge in e.
Atoms and positions in Å:
C (-1.56449, 0.10376, -0.98080)  -0.146
C (-0.20671, 0.27271, -0.32211)  0.076
N (1.44434, -0.29624, 1.25145)  0.185
O (-1.87807, 0.83743, -1.86187)  0.185
O (0.16138, -0.46878, 0.60646)  0.092
H (-2.17519, -0.72259, -0.59108)  0.153
H (0.41414, 1.07528, -0.73261)  0.179
H (2.13095, 0.27838, 0.78140)  0.135
H (1.67366, -1.07994, 1.84916)  0.141

Cartesian forces, eV/Å:
C -0.5 -0.9 0.5
C 0.4 0.7 -0.5
N -1.8 0.5 0.0
O 0.4 0.2 0.1
O 1.9 -0.1 0.6
H -0.1 0.0 0.0
H 0.2 -0.1 0.2
H -0.2 -0.2 -0.5
H -0.3 -0.2 -0.4